--- a ---
This record from the OMol25 dataset describes a single C21H29N3O4S molecule. The level of theory is wB97M-V/def2-TZVPD.

XYZ file:
```
58
Properties=species:S:1:pos:R:3
C -1.91807 -3.16474 5.89158
C -1.53553 -2.41437 4.61768
C -2.09396 -3.04454 3.34309
O -3.52344 -3.05487 3.36527
C -1.70389 -2.27865 2.09168
C -2.29257 -2.91437 0.83170
C -0.19085 -2.19682 1.96090
O 0.51320 -3.14519 2.27705
N 0.34288 -1.06340 1.46019
C 1.78663 -0.90648 1.29085
C 1.91678 0.55526 0.87372
C 0.61906 0.85557 0.11782
N 0.63110 0.20912 -1.19805
C 1.50316 0.46040 -2.19351
O 2.42729 1.24909 -2.09647
C 1.28015 -0.34691 -3.47123
N 1.60681 0.42337 -4.64223
C 2.97899 0.60839 -5.04726
S 2.90646 1.43033 -6.65972
C 1.22267 2.01125 -6.36515
C 0.64632 1.16216 -5.24539
O -0.52363 1.17130 -4.92850
C 0.27701 2.33090 -0.02792
C 1.28232 3.28935 -0.09168
C 0.96522 4.63391 -0.22724
C -0.36273 5.02807 -0.30268
C -1.37287 4.07902 -0.24997
C -1.05200 2.73598 -0.11316
C -0.39507 0.10370 0.99240
H -1.43087 -2.71700 6.75650
H -2.99368 -3.13602 6.08163
H -1.60658 -4.21053 5.84273
H -1.87650 -1.37654 4.68454
H -0.44424 -2.38156 4.55480
H -1.72231 -4.07258 3.25902
H -3.80381 -3.53597 4.14752
H -2.11927 -1.27094 2.20187
H -2.00722 -2.36492 -0.06852
H -1.94348 -3.94175 0.71759
H -3.37998 -2.93183 0.87820
H 2.32426 -1.11801 2.21168
H 2.14104 -1.57129 0.50065
H 1.97508 1.20054 1.75383
H 2.81881 0.74406 0.29412
H -0.11318 -0.44699 -1.38279
H 1.91878 -1.23162 -3.43158
H 0.24481 -0.67724 -3.53962
H 3.53191 1.21613 -4.33245
H 3.49728 -0.34392 -5.16466
H 1.19604 3.05602 -6.05508
H 0.61520 1.89585 -7.25900
H 2.32089 2.99024 -0.06210
H 1.75512 5.37099 -0.28224
H -0.61057 6.07637 -0.41107
H -2.40840 4.38426 -0.31919
H -1.85445 2.00786 -0.08765
H -1.28887 -0.16511 0.42715
H -0.67724 0.74469 1.83036
```

Calculated values
- Kohn-Sham gap (eV) = 9.373
- multiplicity = 1
- E_HOMO (eV) = -8.9
- E_LUMO (eV) = 0.5

=====

--- b ---
This record from the OMol25 dataset describes a single C21H29N3O4S molecule. The level of theory is wB97M-V/def2-TZVPD.

XYZ file:
```
58
Properties=species:S:1:pos:R:3
C -2.63835 -3.23711 5.18174
C -1.99349 -2.35818 4.11200
C -2.23659 -2.85056 2.68642
O -3.63358 -2.84077 2.38023
C -1.57230 -1.97487 1.63933
C -1.85517 -2.47578 0.22067
C -0.06979 -1.90824 1.86745
O 0.54317 -2.88495 2.27482
N 0.56544 -0.75013 1.58705
C 2.02202 -0.64790 1.67677
C 2.30929 0.75482 1.13547
C 1.14854 1.03790 0.17833
N 1.30459 0.23919 -1.02905
C 2.35180 0.23402 -1.87522
O 3.36054 0.90868 -1.74441
C 2.14604 -0.65192 -3.09855
N 1.17487 -0.04324 -3.98602
C 1.60780 0.93584 -4.95254
S 0.14008 1.35967 -5.92704
C -0.98425 0.61771 -4.72471
C -0.14674 -0.20709 -3.76566
O -0.61756 -0.88987 -2.87436
C 0.90554 2.50673 -0.14067
C 0.80978 3.43276 0.89617
C 0.56257 4.77303 0.63547
C 0.40447 5.20481 -0.67287
C 0.49007 4.29358 -1.71424
C 0.73710 2.95388 -1.44605
C -0.02619 0.42219 0.95491
H -2.36961 -2.88424 6.17645
H -3.72950 -3.22740 5.12353
H -2.30036 -4.27233 5.09681
H -2.36182 -1.33182 4.20455
H -0.91741 -2.32237 4.30266
H -1.84923 -3.87165 2.58918
H -4.08010 -3.39817 3.02213
H -2.00106 -0.97279 1.75139
H -1.36726 -1.86083 -0.53886
H -1.49622 -3.49841 0.09358
H -2.92365 -2.46675 0.01278
H 2.37090 -0.77355 2.69903
H 2.48246 -1.40625 1.04154
H 2.30874 1.47801 1.95351
H 3.28897 0.83723 0.66928
H 0.50551 -0.31999 -1.30989
H 3.10097 -0.79995 -3.59372
H 1.78158 -1.63031 -2.77961
H 2.01893 1.82528 -4.46975
H 2.36819 0.53179 -5.62039
H -1.52407 1.37203 -4.15222
H -1.71066 -0.02543 -5.21649
H 0.92590 3.12136 1.92720
H 0.49487 5.47968 1.45182
H 0.21591 6.25040 -0.88080
H 0.36798 4.62422 -2.73719
H 0.79780 2.26588 -2.28010
H -0.84747 0.18474 0.27957
H -0.35997 1.13743 1.70856
```

Calculated values
- Kohn-Sham gap (eV) = 9.769
- multiplicity = 1
- E_HOMO (eV) = -9.2
- E_LUMO (eV) = 0.5

=====

b ends up most stable, edging out the next structure by 0.157 eV.

=====

--- a ---
This record from the OMol25 dataset describes 4 unconnected molecules or ions with the total composition C4H8Cl8. The level of theory is wB97M-V/def2-TZVPD.

XYZ file:
```
20
Properties=species:S:1:pos:R:3
Cl 1.54387 -0.65936 1.05850
C 1.40419 -2.26977 0.29310
Cl 1.96048 -3.60202 1.29112
H 0.37234 -2.45393 0.04432
H 1.99831 -2.24684 -0.62037
Cl 2.17698 -0.37923 -3.31368
C 0.47626 -0.63023 -2.85606
Cl 0.23311 -2.43762 -2.84173
H 0.31797 -0.30498 -1.80017
H -0.15536 -0.29628 -3.64138
Cl 0.28630 5.63093 1.09399
C 0.07729 3.85646 1.17891
Cl -1.34657 3.41282 0.13842
H 0.93042 3.37959 0.75499
H -0.25528 3.53949 2.15885
Cl -1.85773 -2.17880 2.54780
C -1.97611 -0.74743 1.43139
Cl -2.46601 -1.17537 -0.18146
H -2.73870 -0.10883 1.87380
H -0.98176 -0.32860 1.38968
```

Calculated values
- Kohn-Sham gap (eV) = 11.354
- multiplicity = 1
- E_HOMO (eV) = -11.1
- E_LUMO (eV) = 0.3

=====

--- b ---
This record from the OMol25 dataset describes 4 unconnected molecules or ions with the total composition C4H8Cl8. The level of theory is wB97M-V/def2-TZVPD.

XYZ file:
```
20
Properties=species:S:1:pos:R:3
Cl 1.20806 0.76437 2.61798
C -0.21255 0.01543 1.95821
Cl -0.64937 -1.56030 2.74061
H -1.05293 0.70959 1.95739
H 0.01514 -0.25811 0.92795
Cl 8.22119 -0.60905 1.68545
C 7.35578 -1.53141 2.95686
Cl 8.32461 -1.65395 4.49052
H 6.39056 -1.05910 3.13955
H 7.25138 -2.55434 2.59518
Cl -6.87032 -2.81621 -1.89630
C -5.28471 -3.14442 -2.59775
Cl -4.06437 -1.98929 -2.04009
H -4.96115 -4.15172 -2.33556
H -5.34480 -3.07992 -3.68418
Cl -1.08024 4.78354 -1.05933
C -2.20157 4.62444 -2.46784
Cl -1.46741 4.01484 -4.02165
H -2.97305 3.90893 -2.18329
H -2.60429 5.58677 -2.78380
```

Calculated values
- Kohn-Sham gap (eV) = 11.355
- multiplicity = 1
- E_HOMO (eV) = -11.0
- E_LUMO (eV) = 0.3

=====

a ends up most stable, edging out the next structure by 0.223 eV.

=====

--- a ---
This record from the OMol25 dataset describes 3 unconnected molecules or ions with the total composition C3H14N2O2. The level of theory is wB97M-V/def2-TZVPD.

XYZ file:
```
21
Properties=species:S:1:pos:R:3
C -0.76253 1.50000 -1.78513
C 0.22775 0.82449 -0.75854
N -0.36776 -0.45117 -0.36274
C 0.54527 -1.46578 0.28307
N -0.22838 -2.50999 0.85850
H -0.77986 0.88935 -2.64625
H -0.49933 2.57439 -1.95507
H -1.72227 1.78476 -1.34039
H 1.29528 0.73906 -1.18271
H 0.37505 1.37810 0.15488
H -0.93769 -0.89024 -1.07414
H 1.22615 -1.12726 1.03430
H 1.19337 -1.98753 -0.40952
H -0.54201 -2.14673 1.85583
H -1.13993 -2.59894 0.42351
O 2.98064 0.71063 0.46180
H 3.81318 0.39907 0.70750
H 2.87063 1.31541 1.19107
O -2.34685 0.50028 1.79614
H -3.19940 0.24770 1.83391
H -2.00130 0.31439 0.91396
```

Calculated values
- Kohn-Sham gap (eV) = 9.411
- multiplicity = 1
- E_HOMO (eV) = -8.8
- E_LUMO (eV) = 0.6

=====

--- b ---
This record from the OMol25 dataset describes 3 unconnected molecules or ions with the total composition C3H14N2O2. The level of theory is wB97M-V/def2-TZVPD.

XYZ file:
```
21
Properties=species:S:1:pos:R:3
C 0.22019 -2.19036 0.26153
C 0.08746 -0.83758 0.86979
N 0.29218 0.25046 -0.13388
C 0.91665 -0.66153 2.16410
N 0.58825 0.51453 2.92151
H 0.30049 -2.98905 1.00219
H -0.65673 -2.46435 -0.33610
H 1.03424 -2.31146 -0.45229
H -0.92493 -0.67087 1.23905
H -0.61453 0.57654 -0.36836
H 0.88454 0.99085 0.20252
H 1.99524 -0.71402 2.00635
H 0.64302 -1.54318 2.75075
H -0.09545 0.46099 3.64504
H 1.08472 1.36529 2.77700
O 0.43913 -0.04616 -7.30094
H -0.51533 -0.01335 -7.30566
H 0.75241 -0.29990 -6.42128
O -2.18817 2.38831 2.06421
H -1.97588 3.32741 1.96957
H -1.33999 2.02613 1.81688
```

Calculated values
- Kohn-Sham gap (eV) = 9.813
- multiplicity = 1
- E_HOMO (eV) = -9.1
- E_LUMO (eV) = 0.7

=====

b ends up most stable, edging out the next structure by 0.767 eV.

=====

--- a ---
This record from the OMol25 dataset describes 3 unconnected molecules or ions with the total composition C3H14N2O2. The level of theory is wB97M-V/def2-TZVPD.

XYZ file:
```
21
Properties=species:S:1:pos:R:3
C -0.47912 1.19231 2.22822
C -0.77954 0.49540 0.91015
N 0.14017 -0.64503 0.71363
C -0.74865 1.37947 -0.32588
N -1.00866 0.67946 -1.57667
H -0.18883 0.46513 2.97863
H 0.27376 1.97881 2.15981
H -1.41621 1.69297 2.48824
H -1.75105 -0.01627 1.00030
H -0.01932 -1.16297 -0.12171
H 0.16472 -1.31992 1.45440
H 0.33135 1.64943 -0.24038
H -1.14046 2.38412 -0.18675
H -0.29351 0.78773 -2.29254
H -1.73217 1.27094 -1.99546
O 4.95659 -1.73532 -0.03023
H 4.94548 -1.71712 -1.00995
H 4.06526 -1.49748 0.21805
O -2.09487 -2.25692 -2.11421
H -2.00699 -1.35867 -1.73580
H -1.21793 -2.26607 -2.52187
```

Calculated values
- Kohn-Sham gap (eV) = 9.697
- multiplicity = 1
- E_HOMO (eV) = -9.1
- E_LUMO (eV) = 0.6

=====

--- b ---
This record from the OMol25 dataset describes 3 unconnected molecules or ions with the total composition C3H14N2O2. The level of theory is wB97M-V/def2-TZVPD.

XYZ file:
```
21
Properties=species:S:1:pos:R:3
C 2.53384 -0.43520 1.11451
C 1.17231 -0.68436 0.41163
N 0.89646 0.43697 -0.50727
C 0.04234 -0.84202 1.42034
N -1.18419 -1.38325 0.88503
H 3.00289 0.47733 0.75208
H 2.49415 -0.40826 2.20594
H 3.16045 -1.29388 0.84959
H 1.26293 -1.59994 -0.17577
H -0.05029 0.32645 -0.85469
H 1.55777 0.58928 -1.25174
H -0.08147 0.16925 1.83376
H 0.49340 -1.36281 2.26337
H -1.57997 -0.60681 0.36426
H -1.97276 -1.78429 1.36549
O -0.31840 4.97767 -1.68497
H -0.08980 5.56024 -0.98209
H -0.97625 4.39351 -1.28269
O -2.45759 -2.64150 -1.26993
H -1.91088 -2.36260 -0.49964
H -3.30379 -2.20736 -1.32857
```

Calculated values
- Kohn-Sham gap (eV) = 9.921
- multiplicity = 1
- E_HOMO (eV) = -9.2
- E_LUMO (eV) = 0.7

=====

--- c ---
This record from the OMol25 dataset describes 3 unconnected molecules or ions with the total composition C3H14N2O2. The level of theory is wB97M-V/def2-TZVPD.

XYZ file:
```
21
Properties=species:S:1:pos:R:3
N -1.04876 -1.60989 1.27209
C -0.47710 -1.78229 -0.08564
C -0.28860 -0.41645 -0.73325
C 0.59739 -0.37817 -1.96773
N 0.75797 1.00205 -2.43961
H -2.03991 -1.43343 1.19047
H -0.94015 -2.49443 1.75288
H 0.47048 -2.31092 0.00105
H -1.17004 -2.34082 -0.70774
H -0.01249 0.32831 0.00619
H -1.26640 -0.04640 -1.06612
H 1.56987 -0.82732 -1.77865
H 0.13626 -0.98186 -2.75111
H 1.73509 1.21619 -2.61070
H 0.44917 1.69248 -1.76975
O 0.01362 0.92509 2.98362
H -0.14467 0.03289 2.62984
H -0.85803 1.30929 2.80673
O 0.55518 2.88081 0.84394
H 1.51618 3.03336 0.88775
H 0.44494 2.20150 1.53573
```

Calculated values
- Kohn-Sham gap (eV) = 9.745
- multiplicity = 1
- E_HOMO (eV) = -9.0
- E_LUMO (eV) = 0.8

=====

--- d ---
This record from the OMol25 dataset describes 3 unconnected molecules or ions with the total composition C3H14N2O2. The level of theory is wB97M-V/def2-TZVPD.

XYZ file:
```
21
Properties=species:S:1:pos:R:3
N -0.92205 0.27260 0.30336
C -0.54755 -0.92533 -0.45750
C 0.98940 -1.02228 -0.40565
C 1.60881 -2.01188 -1.39215
N 3.04138 -1.92450 -1.46249
H -0.18387 0.54139 1.04010
H -0.75271 1.05537 -0.38857
H -1.21844 -0.93704 -1.38654
H -0.90174 -1.69425 0.19915
H 1.38650 -0.07637 -0.71091
H 1.30051 -1.40820 0.51521
H 1.11765 -1.86634 -2.35893
H 1.22701 -2.93532 -0.94197
H 3.50219 -2.41394 -2.23633
H 3.19584 -0.94171 -1.57390
O -1.93024 3.39547 -0.05170
H -1.76814 3.50252 -0.99152
H -2.48669 4.15846 0.13530
O -2.40891 1.82720 3.65644
H -1.71873 2.29739 4.27099
H -2.53021 1.10675 4.23762
```

Calculated values
- Kohn-Sham gap (eV) = 9.662
- multiplicity = 1
- E_HOMO (eV) = -8.8
- E_LUMO (eV) = 0.8

=====

c ends up most stable, edging out the next structure by 0.596 eV.